No. 1
42
Properties=species:S:1:pos:R:3 method="wB97M-V/def2-TZVPD" total_charge=-1 e_homo_ev=-5.3786 homo_lumo_gap_ha=0.279
Sn -0.2451 -0.5133 0.0408
O 5.8090 -2.1212 -1.1312
C 4.5275 -1.7848 -0.8357
C 3.9562 -2.0720 0.3990
C 2.6422 -1.7145 0.6061
N 1.9328 -1.1090 -0.3417
C 2.4775 -0.8187 -1.5221
C 3.7831 -1.1421 -1.8173
C 1.5395 -0.1456 -2.5206
O 1.9956 0.1864 -3.6036
O 0.3399 -0.0298 -2.0871
C 1.8918 -2.0253 1.9005
O 2.5299 -2.5306 2.8154
O 0.6558 -1.7268 1.8404
H 6.1981 -2.5614 -0.3690
H 4.4946 -2.5620 1.2008
H 4.1934 -0.8943 -2.7851
N 0.5235 1.3936 0.8117
C 0.9800 2.1591 1.5734
N 1.3614 3.0983 2.3217
C 2.3032 3.1976 3.2271
N 3.0994 3.3853 4.0481
C -5.7460 2.9316 -0.3506
C -4.6759 2.5516 0.6604
N -4.8780 1.2258 1.2323
C -4.4442 0.0852 0.6574
S -3.6879 0.0252 -0.8298
N -4.6090 -1.0575 1.3896
C -5.6337 -1.2777 2.3976
C -7.0088 -1.5461 1.7980
H -5.5802 3.9501 -0.7071
H -6.7412 2.8796 0.0965
H -5.7067 2.2565 -1.2047
H -4.6684 3.2561 1.4930
H -3.6936 2.5678 0.1905
H -5.2396 1.1809 2.1675
H -4.3153 -1.8665 0.8653
H -5.6803 -0.4218 3.0713
H -5.3079 -2.1200 3.0074
H -7.3417 -0.6947 1.2021
H -7.7453 -1.7293 2.5832
H -6.9764 -2.4208 1.1472

No. 2
20
Properties=species:S:1:pos:R:3 method="wB97M-V/def2-TZVPD" total_charge=-1 e_homo_ev=-5.4348 homo_lumo_gap_ha=0.308 relative_energy_kcal_mol=44.6
C -0.0170 1.7828 0.4183
C -1.1061 -0.6815 -2.0617
C 1.8421 0.3078 1.2811
C 0.8615 0.5083 0.0889
C -0.9993 -1.0475 -0.5850
C -1.6728 -2.3429 -0.1556
N -0.1559 -0.5562 0.2861
O 0.3254 2.4130 1.4087
O -0.7307 0.5410 -2.3820
O -0.8507 2.1446 -0.4886
O -1.5520 -1.4568 -2.8431
Se 3.1992 1.9366 1.9262
H 1.2390 0.2098 2.1564
H 2.4996 -0.6186 1.2036
H 1.3249 0.6790 -0.8322
H -2.6857 -2.2968 -0.3410
H -1.3173 -2.5652 0.8954
H -1.3036 -2.9615 -0.9208
H -0.8723 1.4183 -1.4780
H 1.9716 2.5858 2.4235

No. 3
11
Properties=species:S:1:pos:R:3 method="wB97M-V/def2-TZVPD" total_charge=0 e_homo_ev=-7.9796 homo_lumo_gap_ha=0.330 smiles=Nc1c[nH]cn1 relative_energy_kcal_mol=3.2
N 2.0152 -0.0840 -0.1968
C 0.6201 -0.1269 -0.0154
C -0.1979 0.8959 -0.3748
N -1.4867 0.4287 -0.1268
C -1.3489 -0.8399 0.3507
N -0.0900 -1.2092 0.4429
H 2.4254 -0.9756 0.0144
H 2.4692 0.6526 0.3317
H 0.1607 1.8236 -0.7674
H -2.3690 0.8932 -0.2849
H -2.1981 -1.4584 0.6265

No. 4
10
Properties=species:S:1:pos:R:3 method="wB97M-V/def2-TZVPD" total_charge=0 e_homo_ev="-9.6984 / -9.5742" homo_lumo_gap_ha="0.298 / 0.292" relative_energy_kcal_mol=57.3
C -0.1256 -0.1057 -0.2133
C 1.0050 0.6007 0.2056
C -0.9766 -0.4492 0.7731
N 1.0322 0.8183 1.4950
N -0.2966 -0.7265 -2.4748
S -0.2767 0.1887 2.2556
Cl 2.2468 1.1319 -0.8131
Cl -2.4390 -1.2944 0.7177
Br -0.4800 -2.5308 -2.4016
Br -1.7681 0.2013 -3.0122

No. 5
12
Properties=species:S:1:pos:R:3 method="wB97M-V/def2-TZVPD" total_charge=+1 e_homo_ev=-13.0586 homo_lumo_gap_ha=0.252 relative_energy_kcal_mol=46.0
C -0.5302 -0.0174 -0.2934
C 1.7749 -0.2065 0.2622
N -1.7680 -0.2300 -0.4049
N 0.5761 -0.6282 -0.3388
O -0.2789 1.8734 0.3047
I -2.8584 -1.9386 -0.6035
I -1.8408 2.4415 1.2657
H 1.8453 0.7985 0.5909
H 2.7130 -0.1484 -0.4580
H 2.2285 -0.7970 0.9922
H -2.5428 0.3983 -0.6278
H 0.6814 -1.5457 -0.6893

No. 6
64
Properties=species:S:1:pos:R:3 method="wB97M-V/def2-TZVPD" total_charge=+3 e_homo_ev=-16.0427 homo_lumo_gap_ha=0.252
Rh -0.4055 0.6290 0.2473
F -0.0256 1.5759 5.4263
C -0.5278 0.8274 4.4542
C -0.2028 1.1569 3.1399
C -0.7377 0.3658 2.1431
C -1.5658 -0.7342 2.4164
C -1.8547 -0.9983 3.7570
F -2.6455 -2.0228 4.0579
C -1.3471 -0.2345 4.7873
C -2.0245 -1.4746 1.2457
C -2.7624 -2.6526 1.2153
C -3.0726 -3.2299 -0.0040
C -2.6510 -2.6287 -1.1825
C -1.9201 -1.4632 -1.1049
N -1.6248 -0.9066 0.0762
H 0.4705 1.9845 2.9513
H -1.5803 -0.4635 5.8180
H -3.0819 -3.1040 2.1409
H -3.6406 -4.1501 -0.0348
H -2.8827 -3.0534 -2.1484
H -1.5587 -0.9452 -1.9852
C 2.1430 -3.2563 -3.3421
O 2.4715 -1.9805 -2.7743
C 1.7117 -0.9255 -3.0898
C 0.4786 -0.9901 -3.7376
C -0.2095 0.1741 -4.0476
C 0.3140 1.4235 -3.7351
C 1.5441 1.5003 -3.0976
C 2.2187 0.3413 -2.7554
N 3.5123 0.4438 -2.1638
C 4.0381 -0.2177 -1.1707
C 3.4466 -1.0660 -0.1939
C 4.3276 -2.0074 0.3788
C 3.8798 -2.9686 1.2551
C 2.5323 -2.9784 1.6074
C 1.6527 -2.0278 1.1149
C 2.0934 -1.0532 0.2278
O 1.2868 -0.0773 -0.2074
H 2.9578 -3.9181 -3.0684
H 2.0735 -3.1852 -4.4275
H 1.2091 -3.6344 -2.9232
H 0.0758 -1.9480 -4.0353
H -1.1488 0.1028 -4.5817
H -0.1993 2.3248 -4.0402
H 1.9975 2.4604 -2.8818
H 4.1519 1.0520 -2.6639
H 5.1136 -0.0909 -1.0914
H 5.3719 -1.9850 0.0925
H 4.5626 -3.6968 1.6676
H 2.1639 -3.7282 2.2957
H 0.6191 -2.0237 1.4320
N -2.6260 5.7869 1.7015
C -2.8215 4.5956 0.7953
C -1.7148 3.5527 0.9845
N -1.9365 2.3603 0.1483
H -3.3693 6.4784 1.5548
H -1.7361 6.2651 1.5313
H -2.6526 5.5272 2.6924
H -2.8495 4.9814 -0.2231
H -3.8008 4.1832 1.0366
H -1.6807 3.2203 2.0241
H -0.7402 3.9783 0.7361
H -1.9926 2.5926 -0.8409
H -2.8283 1.9362 0.3989

No. 7
156
Properties=species:S:1:pos:R:3 method="wB97M-V/def2-TZVPD" total_charge=0 e_homo_ev=-9.1343 homo_lumo_gap_ha=0.356
C 4.9490 2.2275 5.9304
O 4.7941 1.4273 4.7676
C 3.8198 0.5249 4.7963
O 3.1525 0.2609 5.7554
O 3.7251 -0.0161 3.5982
C 2.8568 -1.1208 3.4117
H 3.9811 2.4757 6.3700
H 5.4395 3.1506 5.6405
H 5.5046 1.6984 6.7044
H 3.2886 -2.0361 3.8223
H 2.8312 -1.2768 2.3336
H 1.8331 -0.9767 3.7505
C 5.5441 3.7374 1.2642
O 4.4109 3.0180 1.7630
C 3.4185 3.7120 2.2618
O 3.3361 4.8864 2.4850
O 2.4231 2.8496 2.5310
C 1.4963 3.0976 3.5534
H 5.5520 4.7432 1.6768
H 5.5666 3.7496 0.1767
H 6.4315 3.2021 1.5948
H 0.6306 2.4637 3.3740
H 1.1331 4.1305 3.5899
H 1.8590 2.9114 4.5700
C -4.5140 -0.3612 2.6479
O -3.5614 -1.2067 3.2497
C -3.1286 -2.2881 2.6025
O -3.4990 -2.6728 1.5370
O -2.0990 -2.8483 3.2058
C -1.6093 -2.4330 4.4699
H -4.9406 0.2611 3.4341
H -5.3346 -0.8576 2.1336
H -4.1106 0.3760 1.9474
H -0.8918 -3.1738 4.8121
H -2.4199 -2.2309 5.1658
H -1.0023 -1.5224 4.3970
C 5.8525 4.3687 -4.2971
O 5.3928 4.2477 -2.9617
C 4.0698 4.2859 -2.8226
O 3.2671 4.4970 -3.6871
O 3.8105 4.0510 -1.5397
C 2.4572 3.9005 -1.1417
H 5.4289 5.2583 -4.7704
H 5.6648 3.5029 -4.9275
H 6.9188 4.5844 -4.2482
H 1.7330 4.0370 -1.9372
H 2.2509 4.5905 -0.3178
H 2.3503 2.9243 -0.6633
C -4.4758 1.3941 -4.8756
O -3.9425 0.7581 -3.7177
C -4.8403 0.4365 -2.7759
O -5.9755 0.8342 -2.7331
O -4.2704 -0.4236 -1.9415
C -5.0797 -0.9920 -0.8976
H -5.0040 2.3022 -4.5782
H -5.2349 0.7392 -5.3049
H -3.6819 1.6419 -5.5645
H -5.7104 -0.2381 -0.4284
H -4.4665 -1.6350 -0.2803
H -5.8146 -1.6271 -1.4067
C -3.3276 3.0670 4.5260
O -2.9077 2.2232 5.5893
C -1.9395 1.3511 5.3508
O -1.3274 1.1716 4.3413
O -1.7471 0.6950 6.4992
C -0.4421 0.1782 6.7375
H -4.1121 2.6322 3.9078
H -2.4574 3.3402 3.9323
H -3.7501 4.0019 4.8919
H -0.5306 -0.8549 7.0771
H 0.0622 0.7727 7.5000
H 0.2149 0.1424 5.8680
C -5.8016 -7.6814 0.6726
O -5.4486 -6.4761 0.0032
C -4.1672 -6.1159 0.0348
O -3.3266 -6.6545 0.6979
O -4.0164 -5.1040 -0.8083
C -2.6866 -4.6216 -0.9632
H -6.8849 -7.6935 0.7173
H -5.4536 -7.6511 1.7086
H -5.3335 -8.5233 0.1685
H -2.2217 -5.0229 -1.8604
H -2.0468 -4.8109 -0.1040
H -2.7315 -3.5371 -1.0645
F 7.6957 1.5609 -0.2545
C 6.6315 1.0497 -0.8942
C 6.6013 1.0212 -2.2770
C 5.4944 0.5057 -2.9274
C 4.4338 -0.0382 -2.2082
C 4.5141 -0.0309 -0.8283
C 5.5803 0.5365 -0.1503
H 7.4857 1.3549 -2.8064
H 5.4275 0.5060 -4.0093
H 3.5830 -0.4639 -2.7213
H 3.6504 -0.2449 -0.2077
H 5.5778 0.6087 0.9298
F -2.8467 -6.5439 -5.4751
C -2.6644 -5.2581 -5.1586
C -3.7182 -4.3748 -5.1620
C -3.5430 -3.0559 -4.7563
C -2.2653 -2.6472 -4.4085
C -1.1701 -3.5012 -4.4643
C -1.3873 -4.8244 -4.8338
H -4.7189 -4.7589 -5.3341
H -4.3582 -2.3493 -4.7155
H -2.1587 -1.6129 -4.0937
H -0.2075 -3.2431 -4.0441
H -0.5519 -5.5127 -4.7740
C 1.7831 -2.7733 -0.1067
C 0.7805 -3.3409 -0.9004
C 0.8386 -4.6818 -1.2450
C 1.8745 -5.4586 -0.7315
C 2.8773 -4.8968 0.0310
C 2.8655 -3.5321 0.3087
H 1.6772 -1.7225 0.1333
H -0.0903 -2.7586 -1.1751
H 0.0655 -5.1295 -1.8543
H 1.9500 -6.5124 -0.9743
H 3.6030 -5.5585 0.4890
H 3.6203 -3.0385 0.9084
C -0.7357 0.0270 -1.1621
C -1.3966 -0.4705 -0.0251
C -0.8394 -0.2308 1.2108
C 0.4210 0.3135 1.3146
C 1.1026 0.7435 0.1977
C 0.5161 0.6537 -1.0591
H -1.1927 -0.1171 -2.1340
H -2.3107 -1.0257 -0.1819
H -1.3490 -0.4341 2.1461
H 0.8538 0.4554 2.2963
H 2.0319 1.2685 0.3972
H 1.0052 1.0519 -1.9384
C -2.1021 5.1136 1.9727
C -3.4795 5.2845 2.0418
C -4.3139 4.3336 1.4605
C -3.7975 3.1776 0.9039
C -2.4173 3.0131 0.8728
C -1.5650 3.9899 1.3494
H -1.4557 5.7808 2.5331
H -3.8465 6.2382 2.4005
H -5.3902 4.4713 1.4826
H -4.4326 2.4142 0.4715
H -1.9629 2.1463 0.4037
H -0.4926 3.8353 1.3752
C 1.7320 -0.1437 -4.9632
C 0.4400 -0.4137 -5.3996
C -0.5415 0.5581 -5.4610
C -0.1919 1.8781 -5.1463
C 1.0754 2.1657 -4.6568
C 2.0108 1.1535 -4.5520
H 2.4950 -0.9079 -5.0035
H 0.1378 -1.4093 -5.7079
H -1.5048 0.4689 -5.9441
H -0.8490 2.7126 -5.3633
H 1.2457 3.1599 -4.2646
H 2.9866 1.3144 -4.1051

No. 8
123
Properties=species:S:1:pos:R:3 method="wB97M-V/def2-TZVPD" total_charge=0 e_homo_ev=-8.3984 homo_lumo_gap_ha=0.309 relative_energy_kcal_mol=17.9
C -1.6100 7.9260 23.0930
C -1.9870 9.3700 22.7140
O -2.6150 9.3200 21.4590
H -2.5350 7.4360 23.2440
H -1.0330 7.9210 24.0580
H -0.8800 7.4790 22.4580
H -1.0760 9.9820 22.8400
H -2.7090 9.8980 23.3620
H -3.3040 9.9940 21.2660
C 1.0950 5.8940 24.9660
C 1.2900 4.3660 24.7010
O -0.0080 3.8480 24.6670
H 0.9980 6.4320 23.9860
H 1.9570 6.3540 25.4390
H 0.1230 6.0070 25.4290
H 1.9100 3.7910 25.3810
H 1.6300 4.1150 23.7070
H -0.0960 2.9660 24.3090
C 7.4840 7.3390 19.4870
C 7.0320 8.2850 18.3930
O 8.0730 8.3010 17.4550
H 6.6770 7.3870 20.1360
H 8.3670 7.6690 20.0370
H 7.5250 6.3460 19.0320
H 6.8370 9.2760 18.7640
H 6.1380 7.8540 17.9850
H 7.9720 8.9120 16.7650
C 2.1200 9.9930 24.2860
C 2.1840 9.2650 22.9120
O 2.5940 10.1920 21.8750
H 1.3140 10.7870 24.2090
H 3.1170 10.4820 24.5790
H 1.8640 9.4600 25.2130
H 1.2410 8.7130 22.6370
H 2.9220 8.5120 23.0300
H 2.9460 9.7420 21.1630
C 7.2160 5.4760 22.3120
C 8.3630 5.1470 23.2860
O 8.6500 3.7440 23.0900
H 7.6120 5.5980 21.2720
H 6.7740 6.4330 22.5380
H 6.4020 4.7920 22.4560
H 8.0750 5.1960 24.3260
H 9.2700 5.7680 23.1680
H 9.0820 3.7050 22.2540
C 0.7710 3.1020 21.0800
C -0.5660 3.6920 20.7110
O -0.7900 4.9610 21.1650
H 1.1340 2.1550 20.8270
H 0.9630 3.2580 22.1530
H 1.5190 3.5930 20.4590
H -1.3110 3.0340 21.1940
H -0.8500 3.4560 19.6840
H -1.7530 5.0480 21.3480
C 2.2670 6.3490 20.9880
C 3.5080 5.6420 21.5700
O 4.5460 6.1700 20.7940
H 2.3710 7.4360 21.0520
H 1.3530 6.0530 21.4750
H 2.3070 6.2300 19.8930
H 3.4820 4.5430 21.5920
H 3.5950 5.8700 22.5930
H 4.7100 5.5530 20.0800
C 5.6200 2.7290 24.9140
C 4.5230 2.2970 23.9470
O 4.9920 1.1490 23.1880
H 6.3780 3.2420 24.3820
H 5.9070 1.8010 25.5100
H 5.1940 3.4490 25.6670
H 4.3560 3.1690 23.3530
H 3.6600 1.9600 24.4710
H 4.2310 0.8310 22.7280
C 4.8350 4.2520 16.2430
C 4.2800 5.5110 16.9250
O 3.8670 5.0430 18.1920
H 5.7410 3.9180 16.6540
H 5.1270 4.7120 15.2820
H 4.2780 3.3450 15.9390
H 3.4700 5.9650 16.4190
H 5.1090 6.2160 17.0370
H 3.2880 5.7600 18.5010
C -2.8700 6.9190 19.0260
O -3.8910 7.7670 18.7300
N -2.6440 5.8220 18.3750
N -2.1000 7.1210 20.0960
H -3.3090 5.7770 17.5140
H -1.7230 5.4600 18.2060
H -2.2480 8.0330 20.5030
H -1.2850 6.5520 20.3960
C 3.5710 9.0050 18.9810
O 3.1870 8.0100 18.0810
N 3.0080 10.1840 18.9870
N 4.3610 8.8400 19.9850
H 2.6080 10.4420 18.0810
H 3.3190 11.0080 19.5660
H 4.5650 7.8600 20.2810
H 4.6360 9.5830 20.6560
C 5.3920 2.8510 20.4270
O 4.0470 2.4750 20.3740
N 5.9280 3.7290 19.6450
N 6.2290 2.3650 21.2530
H 5.2680 4.1640 18.8940
H 6.8850 3.9230 19.6120
H 5.8050 1.7800 21.9940
H 6.8240 3.1190 21.6620
C 0.5740 5.6570 17.7460
O -0.3670 5.0780 16.9280
H 1.3200 6.2640 17.2980
H 0.9890 4.8240 18.2760
H 0.0730 6.2920 18.5470
H -0.4750 5.5550 16.1060
C 5.5510 6.5860 25.0100
O 4.7290 7.5030 24.4490
H 5.4930 5.6840 24.4370
H 5.3450 6.4900 26.1280
H 6.5350 6.9410 24.8720
H 4.8800 7.6240 23.4890
C 0.0270 9.1800 19.7350
O 0.5300 10.3520 20.2100
H 0.0110 8.4970 20.6050
H 0.6780 8.8200 18.9170
H -0.9720 9.4080 19.4860
H 1.4420 10.1920 20.0130